# 1
Density functional theory data (ωB97M-V/def2-TZVPD) for a structure of composition C28H29N5O5RhS in a non-equilibrium geometry.

Results
- total energy (eV) = -61027.66135
- multiplicity = 5
- orbital gap (spin up / spin down) (eV) = 5.71 / 6.19
- ⟨S²⟩ = 6.06
- E_HOMO (spin up / spin down) (eV) = -8.20 / -10.66
- charge = +1
- ΔE to the lowest compared entry with this formula, charge and spin (kcal/mol) = 57.0

Geometry (Å):
Rh -1.32371 0.02490 0.00275
O -3.74990 0.60762 -1.49929
C -4.98924 0.52654 -0.79044
C -4.62900 0.55277 0.68175
C -3.86355 1.84897 1.00638
C -2.81952 1.71721 2.08416
C -3.09335 2.23308 3.36488
C -2.13302 2.14753 4.39337
C -0.90696 1.66787 4.10160
C -0.54484 1.30918 2.68991
N -1.64908 1.17304 1.76834
H -3.89683 0.44188 -2.43550
H -5.52468 -0.39435 -1.03640
H -5.62276 1.38012 -1.05191
H -3.97373 -0.30271 0.86798
H -5.51983 0.45073 1.30131
H -4.57271 2.62894 1.28237
H -3.33420 2.16580 0.10545
H -4.06363 2.66799 3.55802
H -2.37650 2.48353 5.39236
H -0.11460 1.62020 4.83728
H 0.02308 0.37506 2.66367
C 5.13202 -4.92400 0.04251
C 4.16031 -3.95728 -0.56458
C 3.98311 -3.92944 -1.94984
C 3.11401 -3.03199 -2.53812
C 2.40983 -2.15868 -1.71750
C 2.54917 -2.16874 -0.33630
C 3.43506 -3.06672 0.22845
S 1.25027 -1.08415 -2.46900
O 1.82117 0.40504 -2.12839
O 1.31271 -1.19085 -3.88652
N -0.11615 -1.07431 -1.75657
C -0.98746 -2.16006 -1.78776
C -0.94442 -3.23253 -2.68682
C -1.93107 -4.19435 -2.60834
C -2.92373 -4.07998 -1.64260
C -2.87630 -3.00505 -0.77871
N -1.93170 -2.06621 -0.84142
H 5.01498 -5.91630 -0.39234
H 5.00603 -4.99842 1.12066
H 6.15438 -4.59857 -0.15951
H 4.53598 -4.62268 -2.57083
H 2.97591 -2.99205 -3.61027
H 1.97497 -1.48157 0.27299
H 3.56455 -3.08238 1.30282
H -0.16529 -3.27730 -3.43349
H -1.93334 -5.02603 -3.30048
H -3.71117 -4.81476 -1.55833
H -3.61231 -2.89418 0.00887
C 1.82972 2.96417 -2.63668
O 1.45832 2.46010 -1.33359
C 1.41451 1.18406 -1.07314
O 1.08317 0.73662 -0.00803
H 2.91314 2.96200 -2.73621
H 1.46026 3.98309 -2.66549
H 1.38266 2.37314 -3.43068
N 3.89381 6.14741 0.78575
C 3.13570 5.33472 1.10267
C 2.21735 4.33664 1.47583
C 0.82461 4.46050 1.20084
C -0.03986 3.48446 1.55689
N 0.39455 2.33402 2.18959
C 1.74033 2.20042 2.48273
C 2.63881 3.15203 2.14485
H 0.45331 5.33899 0.69266
H -1.09432 3.55135 1.34471
H 2.02694 1.28538 2.98272
H 3.68406 3.00853 2.37796

***

# 2
Density functional theory data (ωB97M-V/def2-TZVPD) for a structure of composition C28H29N5OS3SbSe4Ti in a non-equilibrium geometry.

Results
- total energy (eV) = -362546.16583
- multiplicity = 2
- orbital gap (spin up / spin down) (eV) = 3.50 / 3.46
- ⟨S²⟩ = 0.76
- E_HOMO (spin up / spin down) (eV) = 0.15 / 0.19
- charge = -2
- ΔE to the lowest compared entry with this formula, charge and spin (kcal/mol) = 130.5

Geometry (Å):
Ti 0.49238 0.10532 -0.15715
C -0.48296 2.54834 2.98267
N -1.37159 1.43951 2.73083
C -2.61267 1.81498 2.09297
C -2.45694 2.28324 0.64367
N -2.01110 1.28026 -0.32811
C -3.05196 0.26732 -0.51161
C -1.59202 1.96199 -1.53168
C -2.33992 1.97836 -2.69923
C -1.93527 2.74860 -3.78079
C -0.80248 3.53734 -3.69951
C -0.02075 3.49929 -2.56396
C -0.38373 2.69306 -1.49225
S 0.65737 2.62111 -0.10941
C -1.53260 0.74798 3.97703
C -2.56162 0.92687 4.87452
C -2.54371 0.25510 6.08834
C -1.50899 -0.60566 6.41474
C -0.48168 -0.81818 5.52195
C -0.49948 -0.12798 4.32219
S 0.78932 -0.32002 3.25166
H -0.95352 3.31224 3.62518
H -0.16122 3.01581 2.05148
H 0.42626 2.21110 3.49544
H -3.09709 2.64492 2.64346
H -3.27338 0.94104 2.12939
H -1.76555 3.13101 0.63250
H -3.44733 2.67296 0.33412
H -2.84956 -0.33165 -1.41598
H -3.01875 -0.42582 0.35013
H -4.05818 0.70411 -0.57820
H -3.24158 1.39140 -2.78679
H -2.52612 2.73348 -4.68203
H -0.51217 4.18373 -4.51643
H 0.89061 4.08090 -2.48786
H -3.37007 1.61063 4.64989
H -3.35317 0.41225 6.78863
H -1.49947 -1.12349 7.36683
H 0.33375 -1.50937 5.73104
Se -3.09393 -2.78005 -3.79676
Sb -1.46530 -3.22144 -2.04669
Se -0.09692 -1.04414 1.53476
Se -0.60718 -1.80282 -0.46105
Se -0.31868 -4.46308 -3.77578
N 2.86344 1.34200 1.54493
C 3.19012 0.07021 1.17270
N 2.61811 -0.60851 0.22253
C 3.05888 -1.91154 0.17909
C 2.60028 -2.90709 -0.68925
C 3.09196 -4.18873 -0.54921
C 4.07706 -4.47537 0.39061
C 4.56978 -3.49469 1.23952
C 4.04524 -2.22690 1.13355
S 4.41869 -0.81146 2.10694
H 2.42061 1.91264 0.81888
H 3.55179 1.83415 2.09318
H 1.82359 -2.68194 -1.43161
H 2.68358 -4.96659 -1.17776
H 4.45407 -5.48189 0.48797
H 5.32854 -3.71212 1.97808
O 1.13133 0.27520 -1.90604
N 1.08661 -0.39314 -3.06519
C -0.11829 -0.66576 -3.63765
C -0.18003 -1.32700 -4.83711
C 1.00332 -1.76115 -5.45091
C 2.21786 -1.47916 -4.83227
C 2.24851 -0.78378 -3.65317
H -0.97274 -0.36153 -3.02662
H -1.14930 -1.60082 -5.24821
H 0.94146 -2.40399 -6.30716
H 3.14586 -1.83325 -5.24763
H 3.15866 -0.53838 -3.12035

***

# 3
Density functional theory data (ωB97M-V/def2-TZVPD) for a structure of composition C28H30AsN4O6OsS2.

Results
- total energy (eV) = -132711.53640
- multiplicity = 5
- orbital gap (spin up / spin down) (eV) = 6.30 / 3.50
- ⟨S²⟩ = 6.05
- E_HOMO (spin up / spin down) (eV) = -16.23 / -16.25
- charge = +3
- ΔE to the lowest compared entry with this formula, charge and spin (kcal/mol) = 2.2

Geometry (Å):
Os 1.65952 0.49185 1.04241
S -0.19023 -1.18063 0.59218
C -1.08673 -0.29242 -0.50962
N -1.77710 -0.84712 -1.49983
C -2.51422 -0.00481 -2.45977
C -3.14932 1.14217 -1.72550
N -2.10750 1.86686 -0.98076
C -2.34717 3.34106 -0.84689
C -3.67104 3.56970 -0.17253
C -3.85581 3.16420 1.14829
C -5.07673 3.36553 1.76940
C -6.11445 3.97991 1.07596
C -5.93139 4.38986 -0.23552
C -4.70989 4.18106 -0.86315
C -1.13693 1.22673 -0.39688
S 0.05677 2.04202 0.54057
C -1.58424 -2.24393 -1.90413
C -2.78939 -3.11742 -1.72063
C -3.17053 -4.00683 -2.74905
C -4.21694 -4.85890 -2.54570
C -4.91310 -4.84182 -1.29351
C -4.54033 -3.94987 -0.26009
C -3.49933 -3.10007 -0.47102
H -3.27993 -0.61798 -2.93177
H -1.82322 0.34207 -3.23300
H -3.92186 0.82206 -1.02339
H -3.60450 1.84343 -2.42166
H -2.33786 3.73334 -1.86447
H -1.50721 3.76569 -0.30616
H -3.03539 2.71589 1.70182
H -5.21922 3.06743 2.79941
H -7.06244 4.15212 1.56731
H -6.73343 4.88180 -0.76855
H -4.56090 4.52072 -1.88204
H -0.77190 -2.66687 -1.30105
H -1.25781 -2.25159 -2.94598
H -2.62856 -4.01096 -3.68631
H -4.53885 -5.55410 -3.31026
H -5.73738 -5.52981 -1.14549
H -5.07770 -3.96805 0.67813
H -3.17177 -2.41358 0.30036
C 3.02779 2.11249 4.06342
As 1.61899 0.91221 3.53360
C 1.99181 -0.76738 4.40383
C -0.02206 1.60964 4.26026
H 3.02341 2.18523 5.15045
H 2.85883 3.09373 3.62562
H 3.98215 1.71442 3.72495
H 1.90342 -0.62379 5.48001
H 3.00712 -1.06957 4.15421
H 1.29009 -1.53266 4.07930
H 0.03899 1.59367 5.34755
H -0.86174 1.00085 3.93150
H -0.15104 2.63461 3.91690
O 2.80787 0.24552 -0.63490
C 3.76265 -0.33851 0.02439
O 3.49031 -0.51294 1.26115
C 5.00925 -0.73708 -0.59948
C 5.20051 -0.49675 -1.95916
C 6.39195 -0.88945 -2.52558
C 7.40033 -1.49709 -1.79930
C 7.16911 -1.71646 -0.45281
C 5.99603 -1.35400 0.16916
N 8.22386 -2.37360 0.36008
O 7.96271 -2.56036 1.52799
O 9.24455 -2.66441 -0.20900
N 6.59112 -0.65266 -3.97671
O 7.65501 -0.97377 -4.43900
O 5.67085 -0.12926 -4.56739
H 4.45183 -0.01588 -2.57156
H 8.33176 -1.79189 -2.26416
H 5.86856 -1.55358 1.22354

***

# 4
Density functional theory data (ωB97M-V/def2-TZVPD) for a structure of composition C28H30CrN6O2S2.

Results
- total energy (eV) = -92645.73795
- multiplicity = 2
- orbital gap (spin up / spin down) (eV) = 6.31 / 6.03
- ⟨S²⟩ = 0.93
- E_HOMO (spin up / spin down) (eV) = -9.84 / -9.57
- charge = +1

Geometry (Å):
Cr 2.10930 -0.91978 0.42675
C -0.84612 -1.04836 -2.76122
C -1.56802 -2.19426 -2.46888
C -1.21612 -2.94455 -1.36076
C -0.15283 -2.52808 -0.57419
N 0.54951 -1.42445 -0.86471
C 0.20552 -0.70213 -1.93568
C 0.27607 -3.23615 0.65479
C -0.39476 -4.32548 1.18380
C 0.06376 -4.89723 2.35894
C 1.18221 -4.37144 2.98168
C 1.80637 -3.28782 2.39514
N 1.36992 -2.73324 1.25965
H -1.09046 -0.42855 -3.61248
H -2.39826 -2.49921 -3.09215
H -1.77391 -3.83511 -1.11233
H 0.79796 0.18826 -2.10631
H -1.27728 -4.71978 0.70284
H -0.45698 -5.74373 2.78765
H 1.56560 -4.78394 3.90394
H 2.68580 -2.83782 2.83261
C -5.28888 -1.03540 0.64455
C -4.01795 -1.04813 -0.19477
N -3.33340 0.23958 -0.21625
C -3.82904 1.26067 -1.15309
C -4.75236 2.29415 -0.51797
C -2.34975 0.51514 0.65397
S -1.82078 -0.54259 1.84865
N -1.86466 1.81727 0.53896
C -0.62687 2.07405 0.44540
O 0.23045 1.06597 0.27706
C -0.14720 3.47489 0.45124
C 0.91394 3.85985 -0.36519
C 1.33468 5.18069 -0.36756
C 0.70824 6.11076 0.45146
C -0.34767 5.72574 1.26611
C -0.78292 4.40970 1.26195
H -5.70800 -2.04166 0.70083
H -6.04832 -0.37855 0.21899
H -5.06169 -0.70251 1.65799
H -4.24121 -1.31469 -1.22947
H -3.32120 -1.77987 0.20657
H -4.35895 0.72498 -1.94173
H -2.97832 1.75676 -1.61569
H -5.66884 1.83495 -0.14897
H -5.02444 3.04686 -1.26001
H -4.24943 2.79356 0.30744
H 1.40970 3.12615 -0.98975
H 2.15235 5.48659 -1.00746
H 1.04415 7.14024 0.45402
H -0.83261 6.45321 1.90419
H -1.61051 4.09074 1.88174
S 4.43026 -0.98600 1.58727
C 4.76821 -1.22675 -0.02578
N 6.03451 -1.23077 -0.54273
C 6.28596 -1.38795 -1.85813
C 5.24975 -1.55042 -2.72095
C 3.95713 -1.53393 -2.17081
N 3.73139 -1.39693 -0.88849
H 6.79451 -1.08323 0.10829
H 7.32504 -1.36892 -2.15452
H 5.41259 -1.67332 -3.77960
H 3.08109 -1.63387 -2.80281
C 1.91371 1.59651 2.02140
C 1.60714 0.98516 0.67527
O 2.46196 0.88328 -0.29099
H 2.98950 1.57894 2.17867
H 1.41981 1.03230 2.81433
H 1.57166 2.62967 2.08729

***

# 5
Density functional theory data (ωB97M-V/def2-TZVPD) for a structure of composition C28H30N3OPtS2 in a non-equilibrium geometry.

Results
- total energy (eV) = -60923.93643
- multiplicity = 5
- orbital gap (spin up / spin down) (eV) = 6.05 / 4.46
- ⟨S²⟩ = 6.07
- E_HOMO (spin up / spin down) (eV) = -14.91 / -16.64
- charge = +3
- ΔE to the lowest compared entry with this formula, charge and spin (kcal/mol) = 70.2

Geometry (Å):
Pt 6.05696 -11.44040 13.19661
C 7.25693 -14.29025 18.93545
C 7.53144 -13.29505 17.86655
C 8.64878 -12.35250 18.28464
C 8.08895 -14.06508 16.57590
C 6.30985 -12.51996 17.41905
C 5.13731 -12.36189 18.19638
C 4.18078 -11.39798 17.90312
C 4.24677 -10.66597 16.69875
S 3.04745 -9.77225 15.75671
C 4.01030 -9.88187 14.30515
N 5.19403 -10.40221 14.56829
C 5.35882 -10.98101 15.86713
C 6.39100 -11.83854 16.22722
C 3.79204 -9.72711 12.83117
C 2.91323 -8.83144 12.19404
C 3.00905 -8.56899 10.79693
C 3.80720 -9.39739 10.02906
C 4.67462 -10.31155 10.61735
C 4.72889 -10.47391 11.99739
H 8.19627 -14.79035 19.26173
H 6.57204 -15.15275 18.69482
H 6.88024 -13.91711 19.95070
H 9.48197 -12.99118 18.59747
H 8.34250 -11.64191 19.08436
H 8.90788 -11.67112 17.45124
H 8.75841 -14.86163 16.89424
H 8.58339 -13.37606 15.89246
H 7.22987 -14.50645 15.97899
H 5.10044 -12.97075 19.06709
H 3.41751 -11.19556 18.63204
H 7.21240 -11.99001 15.53765
H 2.10555 -8.39196 12.84794
H 2.32921 -7.83906 10.35627
H 3.72888 -9.36191 8.94731
H 5.39988 -10.84006 10.06075
C 14.62069 -7.08230 13.97361
C 13.40768 -7.95531 13.88318
C 12.56319 -8.06918 12.77670
C 11.37040 -8.80563 12.79711
C 10.99450 -9.46351 13.93732
C 11.89494 -9.50322 15.00017
C 13.00614 -8.68658 15.00645
S 9.25079 -9.98553 14.16899
C 8.46593 -8.41696 13.75673
O 9.02218 -10.06183 15.64443
H 15.50600 -7.65249 13.66804
H 14.70831 -6.74869 15.03142
H 14.62405 -6.14178 13.36128
H 12.81259 -7.49437 11.87346
H 10.80653 -8.99163 11.85892
H 11.60777 -10.09033 15.85295
H 13.56803 -8.60769 15.96381
H 7.44105 -8.47108 14.17247
H 8.40546 -8.34482 12.68173
H 9.04642 -7.62306 14.24659
N 6.12513 -13.33699 11.19444
C 6.76260 -14.32951 10.54001
C 8.05902 -14.46648 11.08044
C 8.10836 -13.50974 12.14774
N 6.97837 -12.78888 12.13609
H 5.20125 -12.91163 10.97747
H 6.30695 -14.91162 9.75865
H 8.79455 -15.22076 10.75628
H 8.97062 -13.17661 12.71508

***

# 6
Density functional theory data (ωB97M-V/def2-TZVPD) for a structure of composition C28H31Cl2N4O5PPt in a non-equilibrium geometry.

Results
- total energy (eV) = -83321.67365
- orbital gap (eV) = 5.64
- E_HOMO (eV) = -7.48
- ΔE to the lowest compared entry with this formula, charge and spin (kcal/mol) = 3.9

Geometry (Å):
Pt 0.44583 -1.02348 1.10060
C 4.27609 2.79027 2.41641
C 2.89678 2.71582 2.54665
C 2.24345 1.51577 2.32641
C 2.98827 0.39098 2.00390
C 4.37314 0.44923 1.88370
C 5.01288 1.65626 2.08095
N 2.28144 -0.83470 1.80102
N 2.90439 -1.86192 2.08815
C 2.14565 -3.02982 1.93152
C 2.72511 -4.25833 2.16425
C 1.95604 -5.39698 2.00312
C 0.63135 -5.26339 1.62158
C 0.10765 -3.99897 1.41638
N 0.85938 -2.91011 1.57710
H 4.78019 3.73600 2.56533
H 2.32526 3.59684 2.80783
H 1.16774 1.43686 2.40039
H 4.92395 -0.44230 1.61258
H 6.08696 1.71887 1.96169
H 3.76620 -4.28677 2.45842
H 2.38332 -6.37771 2.17014
H -0.00199 -6.12874 1.48040
H -0.91302 -3.82453 1.10671
Cl -3.47150 -3.53027 -0.26376
C -3.67455 -2.02810 0.59720
C -4.97899 -1.58815 0.88255
C -5.18393 -0.40438 1.51303
Cl -6.81415 0.13870 1.81189
C -4.08379 0.38292 1.92908
C -4.19842 1.63908 2.56658
C -3.07334 2.31209 2.93835
C -1.81677 1.71160 2.71856
N -1.67283 0.55276 2.13206
C -2.77474 -0.09683 1.68253
C -2.55226 -1.29635 0.91955
O -1.36651 -1.71125 0.54005
H -5.82121 -2.19687 0.58004
H -5.18228 2.05141 2.74772
H -3.13258 3.28621 3.40852
H -0.90587 2.21298 3.04108
C -3.65361 1.11594 -1.73909
C -2.25859 0.86488 -2.27880
C -2.16728 -0.51751 -2.91077
C -1.88737 1.95401 -3.28170
O -1.39762 0.86250 -1.10244
P 0.08589 1.40504 -0.99035
O 0.25833 2.85243 -1.18062
O 0.59766 0.88791 0.37862
O 0.79584 0.52895 -2.13249
C 2.12500 0.76831 -2.66836
C 2.39849 -0.45220 -3.52714
C 2.13701 2.03646 -3.51436
C 3.14210 0.85760 -1.53691
H -4.36124 1.18082 -2.56950
H -3.68092 2.05498 -1.17994
H -3.96671 0.30454 -1.08004
H -2.81956 -0.57299 -3.78580
H -2.47351 -1.27821 -2.18682
H -1.13895 -0.72535 -3.21436
H -2.63008 1.96172 -4.08143
H -0.90213 1.77551 -3.71990
H -1.86563 2.93262 -2.79969
H 1.64281 -0.53532 -4.31113
H 2.36626 -1.36074 -2.91808
H 3.38276 -0.37061 -3.99453
H 1.48656 1.91778 -4.38476
H 3.15438 2.23198 -3.86472
H 1.78525 2.88822 -2.92967
H 3.08366 -0.04133 -0.91722
H 2.94760 1.72668 -0.90132
H 4.15125 0.94067 -1.94694

***

What is the total energy in the fourth record? -92645.73795 eV

***

Which value of total energy does entry 3 give? -132711.53640 eV

***

total energy of number 4 (C28H30CrN6O2S2)? -92645.73795 eV

***

Number 5 is which compound? C28H30N3OPtS2